A single C2H6O4S2 molecule, computed with the ωB97M-V functional and the def2-TZVPD basis.

Its net charge is 0. The value obtained for the energy relative to the best compared isomer or geometry (same formula, charge and spin) is 0.00 kJ/mol. The HOMO-LUMO gap (spin up / spin down) is 5.8595 / 8.2757 eV. Its total energy is -1176.89465 a.u. As for the spin multiplicity: 3. The molecular weight comes out at 158.200 g mol⁻¹.

```
14
Properties=species:S:1:pos:R:3:mulliken_charge:R:1
H 2.441 -0.486 -0.216 0.366
C -1.021 2.047 0.253 -1.055
H -1.681 2.439 -0.350 0.433
O -0.256 -2.657 0.552 -0.329
H 2.449 -2.114 -0.802 0.293
C 1.892 -1.257 -0.521 -0.687
S -1.224 0.286 -0.006 1.152
H 1.108 -0.822 -1.300 0.276
S 0.721 -1.695 1.008 0.292
H -1.099 2.270 1.258 0.371
H -0.041 2.359 0.018 0.334
O -2.493 -0.115 0.461 -0.553
O -0.815 -0.073 -1.321 -0.632
O 0.018 -0.184 0.966 -0.260
```